No. 1
75
Properties=species:S:1:pos:R:3 method="wB97M-V/def2-TZVPD" total_charge=-1 spin_multiplicity=1 energy_ev=-61494.2171
O 3.4304 0.4898 2.7692
H -4.7390 2.4334 0.3080
H -0.9445 2.5012 -6.2452
H 3.3508 -1.3468 -3.7925
H 3.4896 3.0901 1.6808
C 4.8203 3.1599 -2.9226
C -5.8089 2.4910 0.0819
C 1.9814 0.4942 -3.2382
O 2.9015 -1.0254 4.4133
C 3.2382 -0.1842 -4.0369
C -2.0112 -0.7066 0.0790
H -2.0508 -2.5313 -1.0902
H 3.6311 0.1834 0.7229
H -5.8862 2.8941 -0.9335
H 0.5626 -1.0144 6.0115
O -4.4528 0.3580 1.5219
H 0.6853 2.3715 -3.1034
C 4.8510 1.5252 -2.5684
O 1.4545 -0.1301 1.6112
H -1.0952 -1.4363 5.5112
O 0.6847 1.6938 -5.1276
O -5.7357 0.1188 -0.4595
H 0.2944 -2.0987 4.6448
H -6.2725 3.2038 0.7716
H 2.4261 -3.0261 4.4044
H -0.3611 3.5946 -4.7683
P 2.1379 -0.5529 2.9346
C -5.3407 -3.1815 -0.2765
H -1.4117 2.0633 -4.4467
O 5.0063 3.6843 -4.3162
H -7.3981 -2.5114 -0.2704
C 1.4552 1.9286 -3.8967
O -3.2726 -0.2933 -0.4152
H 3.1420 2.4605 0.0573
H -1.2467 -0.1806 -0.5011
H -7.4653 1.2002 -0.3663
C 3.0577 2.2488 1.1282
O -4.8067 -1.9596 -0.7696
H 4.5984 -3.7692 3.3922
H 5.9645 1.3366 -2.1799
C 4.2543 -2.7359 3.3017
H -6.5999 -2.3658 1.2925
H -1.9009 -0.4035 1.1252
C -0.1081 -0.0236 4.2041
H 3.7679 -2.6221 2.3318
O 4.6153 4.0198 -1.9042
H 2.1281 0.5639 -2.0603
H -7.0931 -3.9638 0.7156
O 1.2003 0.4201 3.8920
C 3.3122 -2.3863 4.4412
H -4.6243 -3.6279 0.4188
H 2.9495 -0.1529 -5.1950
H -0.7804 -2.4836 0.1590
H 4.8718 1.1571 1.4859
H 3.8090 -2.5598 5.4000
P -4.6199 -0.7366 0.4396
H 1.9960 2.2201 1.3948
H 5.5037 -0.2648 -3.8168
C -6.6848 -2.9981 0.4076
C -6.5081 1.1399 0.1614
C 3.7946 0.9620 1.4772
H -2.4674 -2.7490 0.6112
H 4.9265 1.1472 -4.9223
C -0.0883 -1.2078 5.1520
H 2.3052 2.7189 -4.0412
H 4.1560 1.2508 -1.6641
C -1.8111 -2.2026 -0.0732
H -0.6498 -0.2695 3.2851
H 5.1268 -2.0697 3.3059
H -5.4468 -3.8606 -1.1273
H 1.0601 -0.2528 -3.3781
C -0.5553 2.4947 -5.1193
C 4.6718 0.5875 -3.8987
H -0.6288 0.8116 4.6827
H -6.7462 0.8665 1.1962

No. 2
69
Properties=species:S:1:pos:R:3 method="wB97M-V/def2-TZVPD" total_charge=+4 spin_multiplicity=5 de_lowest_ev=0.0000
H -3.9437 -2.0196 2.4212
H 1.1271 1.5618 1.7524
H 1.4347 0.7654 -1.9360
C -2.0257 -3.5586 0.8828
H -1.2144 2.3005 0.3028
P 0.5751 -0.7742 1.5482
C 6.2423 3.9279 -2.3772
C 1.5030 -0.3263 -2.0120
H -0.9006 -3.3610 -2.1452
H 7.1716 2.7995 -0.7606
H -4.4270 -3.0023 -1.2140
H -0.2125 0.1368 3.6452
H -0.5547 1.7994 -1.3534
H -2.5446 0.8810 4.7927
O 5.2960 0.8640 -0.5890
H 2.5607 0.5341 2.0770
H -0.3288 -1.0032 -4.1908
Ru -1.1556 -0.4610 0.1622
H -5.0187 -2.4899 1.0755
H 5.0856 4.8283 -3.9729
H 0.5970 -3.2937 -1.1524
H 0.6668 -3.0297 -2.9132
P -2.7842 -1.9937 0.2913
C -1.2288 1.5768 -0.5190
C 0.0670 -2.8631 -2.0081
H -2.5957 -0.4999 3.6746
C 1.5614 -2.2946 1.2730
H 1.8709 -0.5709 -3.0180
H -2.7028 0.6008 -1.8397
C 1.6877 0.6745 1.4272
H 2.0970 -2.2560 0.3148
P -0.1705 -1.0557 -1.7669
H -4.1439 0.1659 4.3318
H -0.5547 -1.6180 3.5104
H -1.2310 -3.8721 0.1940
H 1.1000 -1.0620 3.9118
C 0.1946 -0.8354 3.3288
H 3.5228 2.8789 -4.1819
H -2.9754 3.8574 2.5689
O -4.6166 1.4726 2.1155
C -0.9421 -0.5995 -3.3717
H 2.2878 -2.4115 2.0905
C -3.1242 0.4057 3.9949
H 2.2231 -0.7096 -1.2807
C -2.4885 0.9120 -0.8152
C 6.3722 2.8478 -1.5020
H -4.0858 -1.2994 -1.6260
C 5.2000 3.9659 -3.3251
H 5.9789 1.0281 0.0918
H 0.8847 -3.1614 1.2764
C 4.3198 2.8761 -3.4324
S -3.2058 1.5177 2.6059
H 3.7934 0.9009 -2.6546
C -3.0052 3.1362 3.3865
C 5.4097 1.8116 -1.5620
H -2.9331 -2.5742 -2.1053
H -1.9509 -1.0207 -3.4643
H -4.6303 -0.7656 1.3685
H -0.9843 0.4917 -3.4799
C -3.6317 -2.2542 -1.3219
H -1.5870 -3.3733 1.8750
H -2.0734 3.1968 3.9599
H 2.0217 0.8217 0.3935
H 6.9489 4.7515 -2.3254
H -3.8856 3.2741 4.0235
C -4.2396 -1.7894 1.3948
H -2.7801 -4.3506 0.9645
H -3.3699 1.2095 -0.2273
C 4.4460 1.7773 -2.5838